(1)
One molecule with the formula C18H27NO4. Source: OMol25; level of theory: wB97M-V/def2-TZVPD.

Results
SMILES: CCOC(=O)C1(Cc2cccc(OC)c2)CCN(CCO)CC1
ΔE to the lowest compared entry with this formula, charge and spin in eV: 1.038

Geometry as ORCA input:
```
! RIJCOSX wB97M-V def2-TZVPD def2/J DEFGRID3
* xyz 0 1
C -2.0954 1.6869 2.7471
C -0.8391 1.9483 1.9288
O -0.6246 0.9245 0.9577
C -0.0296 -0.1923 1.3747
O 0.3118 -0.3828 2.5149
C 0.2357 -1.1757 0.2391
C 1.7067 -0.9307 -0.1931
C 1.9432 0.4860 -0.6296
C 1.8028 0.8584 -1.9628
C 1.9726 2.1768 -2.3359
C 2.2782 3.1495 -1.3984
C 2.4304 2.7877 -0.0653
O 2.7277 3.6489 0.9501
C 2.9090 5.0092 0.6446
C 2.2708 1.4533 0.3040
C 0.0952 -2.6032 0.7845
C -1.3747 -2.9092 1.1040
N -2.2721 -2.7299 -0.0181
C -2.2077 -3.7798 -1.0144
C -3.4564 -3.7905 -1.9070
O -3.4142 -2.8692 -2.9719
C -2.1599 -1.3823 -0.5445
C -0.7283 -0.9863 -0.9344
H -1.9779 0.7722 3.3230
H -2.2641 2.5134 3.4314
H -2.9580 1.5856 2.0922
H 0.0360 2.0046 2.5840
H -0.9274 2.8696 1.3495
H 2.3504 -1.1677 0.6565
H 1.9429 -1.6179 -1.0087
H 1.5646 0.1144 -2.7081
H 1.8629 2.4610 -3.3724
H 2.3972 4.1726 -1.7184
H 3.1360 5.4966 1.5916
H 2.0016 5.4514 0.2197
H 3.7441 5.1592 -0.0476
H 2.4046 1.1945 1.3435
H 0.6877 -2.7047 1.6943
H 0.4713 -3.3140 0.0456
H -1.4710 -3.9339 1.4713
H -1.7092 -2.2344 1.8981
H -2.1688 -4.7322 -0.4799
H -1.3136 -3.7223 -1.6618
H -4.3271 -3.5141 -1.3106
H -3.6040 -4.8065 -2.3011
H -2.6383 -3.0556 -3.5129
H -2.8184 -1.2910 -1.4083
H -2.5198 -0.7015 0.2319
H -0.7194 0.0507 -1.2674
H -0.3899 -1.6115 -1.7645
*
```



(2)
One molecule with the formula C2H2OS2 in a non-equilibrium geometry. Source: OMol25; level of theory: wB97M-V/def2-TZVPD.

Results
SMILES: O=CC(=S)S
ΔE to the lowest compared entry with this formula, charge and spin in eV: 1.139

Geometry as ORCA input:
```
! RIJCOSX wB97M-V def2-TZVPD def2/J DEFGRID3
* xyz 0 1
O 1.5556 1.1143 -0.2968
C 0.3342 1.1218 0.0623
C -0.4259 -0.1671 0.0280
S -1.9671 -0.1665 -0.1914
S 0.8420 -1.4627 -0.1128
H -0.3285 2.1007 0.3798
H -0.0103 -2.5406 0.1310
*
```



(3)
An isolated ion of composition C4H7N2 and charge +1 in a non-equilibrium geometry. Source: OMol25; level of theory: wB97M-V/def2-TZVPD.

Results
SMILES: [NH2+]=C1CCC=N1
ΔE to the lowest compared entry with this formula, charge and spin in eV: 2.380

Geometry as ORCA input:
```
! RIJCOSX wB97M-V def2-TZVPD def2/J DEFGRID3
* xyz 1 1
N 2.2262 0.3244 -0.0452
C 0.9777 -0.0006 0.1516
C -0.5008 1.0511 0.1963
C -1.4643 -0.1381 -0.0703
C -0.6597 -1.3480 0.0240
N 0.6084 -1.2873 0.1879
H 2.3342 1.2560 -0.4223
H 2.8494 -0.3250 -0.3072
H -0.7438 1.4277 1.1942
H -0.3877 1.7049 -0.6043
H -2.0666 0.0002 -0.9738
H -2.1212 -0.2088 0.8185
H -1.0518 -2.4563 -0.1494
*
```



(4)
A 3-piece molecular cluster, C7H13NO2 overall in a non-equilibrium geometry. Source: OMol25; level of theory: wB97M-V/def2-TZVPD.

Results
SMILES: C/C=C/c1ccc[nH]1.O.O
ΔE to the lowest compared entry with this formula, charge and spin in eV: 2.178

Geometry as ORCA input:
```
! RIJCOSX wB97M-V def2-TZVPD def2/J DEFGRID3
* xyz 0 1
C -1.7690 2.6645 -0.6446
C -0.7398 1.6797 -0.1513
C 0.4955 1.6668 -0.6220
C 1.3428 0.6074 -0.0666
C 1.6060 0.3161 1.2727
C 2.5009 -0.7732 1.2110
C 2.7780 -1.0776 -0.1039
N 2.0499 -0.2102 -0.9123
H -2.4432 2.3415 -1.4606
H -1.3036 3.5010 -1.1704
H -2.3667 3.0615 0.1752
H -1.1277 1.0304 0.5981
H 0.9340 2.3330 -1.3808
H 1.2098 0.8011 2.1370
H 2.8827 -1.3221 2.0585
H 3.4060 -1.8102 -0.5493
H 2.1284 -0.2993 -1.9086
O -1.4374 -2.5607 -1.3375
H -2.3843 -2.7042 -1.3851
H -1.2602 -2.4970 -0.3783
O -2.0613 -2.5376 1.4034
H -3.0079 -2.3238 1.4730
H -1.4330 -1.8869 1.7424
*
```



(5)
C13H21IN3O5 as an isolated structure in a non-equilibrium geometry. Source: OMol25; level of theory: wB97M-V/def2-TZVPD.

Geometry as ORCA input:
```
! RIJCOSX wB97M-V def2-TZVPD def2/J DEFGRID3
* xyz -1 1
C -2.6049 2.7010 1.3113
C -1.8084 2.9987 -0.0191
N -1.1646 4.0966 -0.0534
C -1.9163 1.9585 -1.1746
C -0.5435 1.3798 -1.6911
C 0.6609 1.5408 -0.7032
C 2.0366 1.1122 -1.3588
O 2.4429 -0.0073 -1.3976
O 2.8216 2.1610 -1.8727
C -0.1451 2.2062 -3.0011
O -0.4812 3.3962 -3.1715
O 0.5231 1.6097 -3.9233
N -0.6494 -0.0444 -2.1577
I -2.2456 -0.2107 -3.5003
C -0.9663 -0.9553 -1.0179
C -0.0756 -2.2558 -1.0539
C -0.2898 -3.1795 0.2023
C -0.0929 -2.4538 1.5743
N 1.2276 -1.7189 1.6383
C 1.6859 -1.8828 3.0024
C 2.9390 -2.7973 3.2893
O 1.0868 -1.3451 3.8977
H -3.0107 3.7020 1.6257
H -1.9450 2.3633 2.1420
H -3.4974 2.0545 1.1373
H -0.7339 4.1582 -0.9858
H -2.4434 2.4826 -2.0168
H -2.6392 1.1690 -0.8328
H 0.5784 0.8997 0.2185
H 0.8168 2.5827 -0.3392
H 2.9034 2.7715 -1.1159
H -2.0150 -1.3313 -1.1808
H -0.9777 -0.4712 -0.0135
H 1.0132 -2.0258 -1.1162
H -0.3281 -2.8370 -1.9818
H -1.2582 -3.7444 0.1769
H 0.5103 -3.9752 0.1541
H -0.1199 -3.2002 2.4129
H -0.8967 -1.7012 1.7677
H 1.9086 -2.2079 1.0479
H 2.7574 -3.4271 4.1920
H 3.1219 -3.4309 2.3849
H 3.8144 -2.1407 3.5032
*
```



The records above yield E_LUMO values of 0.755; -1.576; -5.255; 0.524; 2.426 eV, respectively.